(1)
ORCA calculation (ωB97M-V/def2-TZVPD) on an isolated molecule of C8H11NSe at a distorted geometry.

Summary:
Total charge: 0
Orbital gap (Ha): 0.32442
M (g mol⁻¹): 200.1
DFT total energy (Ha): -2767.45284
SMILES: C=C/C=C\N=C\[Se]CC=C

```
21
Properties=species:S:1:pos:R:3:lowdin_charge:R:1
C -2.09888 -1.45492 0.59894 -0.124
C -2.04898 -0.09770 0.18340 -0.200
C -1.01528 -2.21708 0.55145 -0.194
C 1.36573 2.70362 0.10618 0.001
C 2.07586 1.58949 0.29703 -0.236
C -2.01758 0.22619 -1.10516 0.015
C 1.24523 -2.20203 0.32347 -0.555
C 1.88104 0.50796 -0.75929 -0.376
N 0.14170 -1.65122 0.15647 -0.074
Se 2.79390 -1.21883 -0.01016 0.952
H -3.06633 -1.84809 0.88105 0.108
H -1.97293 0.61808 0.95877 0.099
H -1.06491 -3.20939 1.06156 0.125
H 1.59908 3.69232 0.56600 0.070
H 0.42205 2.75611 -0.29508 0.023
H 3.01192 1.54529 0.82248 0.068
H -2.12683 1.17595 -1.40306 0.001
H -2.07021 -0.58616 -1.93912 0.114
H 1.49750 -3.29916 0.69143 0.107
H 0.93746 0.05766 -0.79247 -0.019
H 2.11780 0.70638 -1.84688 0.096
```

(2)
ORCA calculation (ωB97M-V/def2-TZVPD) on an isolated molecule of C8H11O3P at a distorted geometry.

Summary:
Total charge: 0
Orbital gap (Ha): 0.31103
M (g mol⁻¹): 186.1
DFT total energy (Ha): -878.46052
SMILES: CO[P@H](=O)C(=O)C1=CC=CCC1

```
23
Properties=species:S:1:pos:R:3:lowdin_charge:R:1
C 2.26264 -1.86580 -0.27385 -0.035
C 0.93623 -1.21157 -0.43933 -0.037
C 3.22880 -0.98816 0.22182 -0.069
C 0.57366 -0.04575 0.12518 -0.194
C -0.85650 0.50170 0.19930 -0.363
C 3.02751 0.44735 0.63358 -0.161
C 1.53347 0.72397 1.00652 -0.129
C -3.99653 1.31072 -0.70694 -0.125
O -1.20958 1.50737 0.78295 0.059
O -2.12782 -1.96588 0.19736 -0.310
O -3.59069 0.05526 -0.18790 -0.318
P -2.15251 -0.68063 -0.49229 0.654
H 2.71650 -2.84018 -0.42053 0.096
H 0.14918 -1.64927 -1.05998 0.085
H 4.22426 -1.47522 0.29825 0.104
H 3.51905 0.67296 1.55060 0.102
H 3.39402 1.01098 -0.15352 0.092
H 1.48987 1.76094 0.87631 0.091
H 1.37937 0.47235 2.09655 0.149
H -4.13150 1.21166 -1.72327 0.049
H -3.29063 2.13897 -0.38419 0.099
H -4.91389 1.54251 -0.17469 0.089
H -2.16492 -0.63428 -1.97196 0.071
```

(3)
ORCA calculation (ωB97M-V/def2-TZVPD) on an isolated molecule of C8H12 at a distorted geometry.

Summary:
Total charge: 0
Orbital gap (spin up / spin down) (Ha): 0.28182 / 0.28035
M (g mol⁻¹): 108.2
DFT total energy (Ha): -311.81469

```
20
Properties=species:S:1:pos:R:3:lowdin_charge:R:1
C -3.02728 0.19607 0.18436 -0.046
C -3.33590 -0.78445 0.98666 -0.045
C -2.18620 0.91275 -0.72682 -0.293
C -0.89031 0.26323 -0.75880 -0.085
C 0.35839 0.72650 -0.17812 -0.069
C 1.53456 0.03029 -0.00831 -0.386
C 1.85211 -1.39423 -0.37688 -0.078
C 2.71468 0.80506 0.47410 -0.089
H -2.77155 -1.71101 0.90494 0.049
H -4.02675 -0.59229 1.87139 0.073
H -2.49781 1.15534 -1.76247 0.136
H -2.05452 1.89462 -0.42006 0.088
H -0.92303 -0.66498 -1.31362 0.101
H 0.38988 1.67286 0.30468 0.094
H 0.96486 -2.01517 -0.57043 0.061
H 2.36059 -1.83474 0.62900 0.131
H 2.57416 -1.36551 -1.27296 0.105
H 3.49750 0.20496 0.03597 0.056
H 2.85203 0.63285 1.65896 0.131
H 2.61461 1.86784 0.33841 0.066
```

(4)
ORCA calculation (ωB97M-V/def2-TZVPD) on an isolated molecule of C8H12 at a distorted geometry.

Summary:
Total charge: 0
Orbital gap (Ha): 0.35965
M (g mol⁻¹): 108.2
DFT total energy (Ha): -311.93580
SMILES: C=C/C=C(\C)C(=C)C

```
20
Properties=species:S:1:pos:R:3:lowdin_charge:R:1
C -0.81891 -2.18408 0.49630 -0.054
C 0.00230 -1.08901 1.10277 -0.348
C 0.53555 -1.16871 2.32201 0.049
C 0.68895 0.29166 -0.79093 -0.086
C -0.01890 0.20792 0.33621 -0.276
C -0.90928 1.30329 0.85516 -0.041
C 0.67893 1.50678 -2.95002 0.003
C 0.78550 1.50520 -1.62918 -0.179
H -1.86785 -1.88706 0.40113 0.091
H -0.50495 -2.22426 -0.54205 0.073
H -0.65914 -3.18582 0.86510 0.077
H 1.33993 -0.71153 2.86826 0.059
H 0.27259 -2.09133 2.84762 0.057
H 1.35136 -0.54932 -0.97417 0.119
H -0.28716 2.10307 1.26051 0.085
H -1.49791 0.98158 1.71025 0.078
H -1.51799 1.68740 0.04354 0.081
H 0.68182 0.66694 -3.64168 0.061
H 0.73056 2.43821 -3.50819 0.049
H 1.01461 2.39906 -1.07262 0.101
```

(5)
ORCA calculation (ωB97M-V/def2-TZVPD) on a structure of composition C8H12 at a distorted geometry.

Summary:
Total charge: 0
Orbital gap (Ha): 0.34480
M (g mol⁻¹): 108.2
DFT total energy (Ha): -311.87943

```
20
Properties=species:S:1:pos:R:3:lowdin_charge:R:1
C 2.21480 -0.22650 -1.80656 -0.061
C 0.91781 -0.08258 -1.85459 -0.032
C 1.03873 0.87338 1.15399 -0.054
C 0.52809 -0.52734 0.99676 -0.109
C -0.18594 -0.33486 -0.28428 -0.286
C -0.39337 0.65995 0.78765 -0.327
C -1.27531 -1.25490 -0.75091 -0.062
C -1.64944 1.07583 1.47056 -0.022
H 2.83092 -0.09763 -2.68868 0.047
H 2.73622 -0.49596 -0.90369 0.049
H 0.31801 0.19293 -2.70163 0.060
H 1.25304 1.21468 2.15897 0.105
H 1.71151 1.27148 0.40697 0.083
H 0.52635 -1.33955 1.69461 0.130
H -0.85643 -2.05325 -1.36119 0.079
H -2.00006 -0.71041 -1.35451 0.083
H -1.79690 -1.70527 0.09350 0.079
H -2.30919 0.21802 1.61051 0.077
H -2.18706 1.82188 0.88509 0.080
H -1.42177 1.50009 2.44744 0.081
```

(6)
ORCA calculation (ωB97M-V/def2-TZVPD) on a structure of composition C8H12AlO4 at a distorted geometry.

Summary:
Total charge: +4
2S+1: 2
Orbital gap (spin up / spin down) (Ha): 0.12137 / 0.12204
M (g mol⁻¹): 199.2
DFT total energy (Ha): -853.29220

```
25
Properties=species:S:1:pos:R:3:lowdin_charge:R:1
Al -0.82562 -2.90127 2.26387 1.423
O -0.75070 -1.89521 -0.46183 0.033
C -0.96342 -1.77445 -1.67919 -0.310
O -1.01572 -0.52676 -2.24818 0.168
C -1.34990 -0.55439 -3.65465 0.012
C -1.32558 -1.97684 -4.01065 -0.043
C -1.29822 -2.80235 -2.72139 0.035
H -0.61549 -0.07881 -4.30468 0.222
H -2.33583 -0.15216 -3.88760 0.239
H -0.37363 -2.11474 -4.52335 0.218
H -2.08311 -2.28970 -4.72924 0.194
H -0.59066 -3.62304 -2.83927 0.179
H -2.29800 -3.17487 -2.49829 0.189
O -0.13322 -0.03067 2.40368 0.239
C 0.61765 0.88726 2.60632 -0.358
O 1.59058 1.16261 1.78921 0.207
C 2.33728 2.30641 2.10151 0.036
C 1.70296 2.68244 3.43422 -0.003
C 0.43818 1.91837 3.65898 0.088
H 2.22416 3.01774 1.28339 0.221
H 3.36223 1.97653 2.27109 0.203
H 1.48693 3.74629 3.53255 0.226
H 2.36555 2.46231 4.27125 0.184
H -0.50071 2.38280 3.35748 0.208
H 0.33430 1.35250 4.58478 0.193
```

(7)
ORCA calculation (ωB97M-V/def2-TZVPD) on a structure of composition C8H12AsCa3F6NO9 at a distorted geometry.

Summary:
Total charge: +4
Orbital gap (Ha): 0.12278
M (g mol⁻¹): 575.3
DFT total energy (Ha): -5910.38384

```
40
Properties=species:S:1:pos:R:3:lowdin_charge:R:1
Ca 17.96732 -15.74350 0.49338 1.797
Ca 17.80894 -16.99936 4.76481 1.877
Ca 21.77288 -11.85606 2.88267 1.686
As 20.36262 -9.22818 2.00330 0.793
F 21.03230 -10.52022 0.97193 -0.335
F 21.80828 -9.41011 3.03453 -0.300
F 19.65115 -8.12017 3.10431 -0.194
F 18.89283 -9.13569 1.03634 -0.236
F 19.59375 -10.50002 2.96424 -0.314
F 21.16444 -8.05180 1.01167 -0.181
N 19.09266 -13.98167 3.51713 -0.489
O 19.86870 -13.04964 3.72444 -0.015
O 18.69705 -14.70963 4.46142 -0.137
O 18.84436 -14.25053 2.29606 -0.156
C 16.13527 -10.49240 3.96953 0.013
C 15.43371 -11.65173 3.26437 -0.277
C 14.56528 -11.16993 2.04718 0.021
O 14.92366 -12.16754 1.05503 0.139
C 15.97059 -12.85957 1.40758 -0.548
O 16.51572 -13.71766 0.73103 -0.037
O 16.45593 -12.36915 2.56159 0.051
H 15.35501 -9.80323 4.28431 0.115
H 16.90402 -10.05589 3.33562 0.089
H 16.65917 -11.02444 4.76737 0.088
H 14.94683 -12.34974 3.94683 0.156
H 14.96893 -10.20966 1.73304 0.155
H 13.50286 -11.14010 2.26313 0.156
C 19.60965 -10.84889 8.98232 -0.010
C 20.67507 -10.20450 8.13674 -0.306
C 22.12825 -10.51706 8.34889 0.001
O 22.58298 -10.70585 6.98121 0.128
C 21.56835 -10.88873 6.18747 -0.535
O 21.63935 -11.22732 5.00963 -0.099
O 20.43146 -10.48970 6.74321 0.130
H 18.61369 -10.41000 8.94441 0.096
H 19.81953 -10.82662 10.05300 0.108
H 19.53142 -11.88235 8.62784 0.085
H 20.51591 -9.13310 8.30026 0.168
H 22.20303 -11.53597 8.73410 0.153
H 22.63817 -9.67121 8.79373 0.163
```

(8)
ORCA calculation (ωB97M-V/def2-TZVPD) on a structure of composition C8H12AuCl2InN2O4 at a distorted geometry.

Summary:
Total charge: +4
2S+1: 3
Orbital gap (spin up / spin down) (Ha): 0.27725 / 0.24378
M (g mol⁻¹): 582.9
DFT total energy (Ha): -1966.77441

```
30
Properties=species:S:1:pos:R:3:lowdin_charge:R:1
In -0.02745 0.22237 -4.30257 0.317
Au 0.68745 0.69772 -1.64553 0.776
Cl -0.63049 -1.19485 -2.59883 0.417
Cl -0.53055 2.19009 -3.13302 0.386
C 1.65070 2.08987 -0.82905 -0.162
C 0.56654 -1.39119 -5.49405 0.087
C 0.65224 1.35597 -5.93862 0.093
O 2.21410 2.97080 -0.39765 0.310
O 0.89722 -2.37077 -6.14326 0.293
O 1.03561 2.06143 -6.85954 0.293
C -0.94222 1.96112 0.62347 0.007
N -0.52488 0.87446 1.52047 0.000
C -0.67318 1.26880 2.93249 0.040
C -0.13568 -0.35783 1.17577 -0.341
O 0.23338 -0.65071 -0.04759 -0.239
N -0.00883 -1.50159 1.84582 0.056
C -0.20894 -1.73990 3.27447 0.073
C 0.40156 -2.74332 1.13013 0.076
H -1.95926 2.26087 0.86034 0.147
H -0.99184 1.63577 -0.42991 0.030
H -0.28944 2.83633 0.73773 0.127
H -1.53204 0.74577 3.36728 0.137
H 0.26523 1.10762 3.46099 0.133
H -0.90240 2.33019 3.01736 0.129
H -1.01186 -2.46265 3.41535 0.157
H 0.71097 -2.12949 3.70425 0.155
H -0.46454 -0.84937 3.87617 0.097
H -0.32873 -3.00273 0.36643 0.129
H 1.38561 -2.62294 0.68205 0.135
H 0.46175 -3.59185 1.82907 0.140
```

(9)
ORCA calculation (ωB97M-V/def2-TZVPD) on an isolated molecule of C8H12Br2N2 at a distorted geometry.

Summary:
Total charge: 0
Orbital gap (Ha): 0.27981
M (g mol⁻¹): 296.0
DFT total energy (Ha): -5569.34238

```
24
Properties=species:S:1:pos:R:3:lowdin_charge:R:1
C -2.56588 0.62348 -0.26897 -0.648
C -0.42656 -0.13692 -0.07142 0.085
C -2.98060 -0.60054 -0.17412 -0.830
C 2.13614 -0.08877 -0.33314 -0.071
C 1.06167 1.18914 1.47073 -0.041
C 0.61981 1.84017 -1.10534 -0.064
C -0.09156 -2.55334 0.28579 0.007
C 0.83856 0.71789 -0.03357 -0.511
N -2.11166 -1.62239 0.00062 -0.052
N -0.86969 -1.36456 0.05529 -0.241
Br -3.23911 2.30484 -0.37840 0.749
Br -4.86919 -1.19414 -0.24274 0.625
H 1.88042 -0.78780 -1.19381 0.103
H 2.89040 0.50614 -0.81088 0.076
H 2.53816 -0.72525 0.39044 0.044
H 1.44680 2.26267 1.53232 0.098
H 0.18147 1.06284 2.16875 0.088
H 1.78056 0.44140 1.88590 0.068
H 0.61634 1.54053 -2.17048 0.090
H -0.35390 2.26207 -1.02365 0.005
H 1.28473 2.79704 -0.99589 0.118
H 0.79583 -2.24427 0.78539 0.067
H -0.69499 -3.29284 0.93394 0.134
H 0.13223 -2.93741 -0.70675 0.101
```

(10)
ORCA calculation (ωB97M-V/def2-TZVPD) on a structure of composition C8H12ClKO10 at a distorted geometry.

Summary:
Total charge: 0
Orbital gap (Ha): 0.32772
M (g mol⁻¹): 342.7
DFT total energy (Ha): -2124.32023

```
32
Properties=species:S:1:pos:R:3:lowdin_charge:R:1
K 3.88099 -0.34542 -3.89085 0.933
Cl 0.69759 0.55162 -3.15199 0.615
O 1.53830 1.53927 -3.84611 -0.420
O -0.72533 0.89158 -3.23859 -0.329
O 0.97327 -0.78226 -3.65091 -0.420
O 1.13094 0.61339 -1.82131 -0.376
C 0.86598 -1.67960 2.01741 -0.015
C 1.18393 -2.53626 0.83486 -0.272
C 2.42683 -2.22916 0.07204 -0.169
O 3.29136 -3.25333 0.31317 0.075
C 2.82647 -4.20010 1.16635 -0.474
O 3.52323 -5.08336 1.74369 0.092
O 1.57504 -3.82766 1.42920 0.072
H 0.50641 -0.68405 1.75723 0.081
H 1.66730 -1.63318 2.75486 0.102
H 0.06205 -2.12450 2.60381 0.093
H 0.39571 -2.73805 0.10954 0.160
H 2.75931 -1.26586 0.45885 0.137
H 2.07044 -2.00677 -0.93376 0.122
C -1.08457 3.46446 0.44631 -0.010
C -2.28158 2.64353 -0.05710 -0.318
C -2.22272 1.18150 0.35252 -0.128
O -3.54609 0.83278 0.64147 0.076
C -4.25637 2.00823 0.75318 -0.511
O -5.43815 2.06633 1.05720 0.128
O -3.50642 3.08613 0.49244 0.098
H -1.25965 4.53678 0.35923 0.081
H -0.04246 3.21537 0.24614 0.088
H -1.22265 3.43598 1.52715 0.082
H -2.39703 2.72671 -1.13778 0.154
H -1.49095 0.95655 1.12841 0.125
H -1.90127 0.63935 -0.53677 0.126
```